15
Properties=species:S:1:pos:R:3:forces:R:3:mulliken_charge:R:1 method="wB97M-V/def2-TZVPD" smiles="C/C(=C/N)C(=S)C=S" lumo_ev=-1.283 homo_ev=-8.47 gap_ev=7.188 e_above_lowest_ev=2.6158 max_force_ha_per_bohr=0.102
C 0.4498 1.1511 1.7649 1.2364 1.5499 -2.3461 -1.21
C 0.3647 0.2716 0.4134 -1.3475 0.2825 1.0771 0.21
C 0.0565 -1.0867 0.6241 2.0556 2.6351 4.0707 0.05
N -0.5192 -1.9630 -0.1448 0.0035 -4.9090 -0.9133 -0.40
C 0.0140 1.0090 -0.8453 -0.7482 -1.2345 1.2554 0.53
S -0.0070 2.6378 -1.0661 0.2090 -0.5421 0.1399 -0.24
C -0.5295 0.2745 -2.0517 2.6177 -0.1620 -0.1102 -0.62
S 0.3360 -0.7102 -3.0105 0.3809 -0.1944 0.2060 -0.21
H 1.4177 1.7544 1.8859 -1.1869 -0.8608 -0.5739 0.27
H 0.3867 0.5949 2.6725 -0.3979 -0.7661 0.3712 0.39
H -0.3543 1.9426 1.7043 0.6962 -0.9903 0.1816 0.30
H 0.2770 -1.5561 1.6795 -0.4776 1.4989 -1.8613 0.20
H -0.2551 -1.9025 -1.0765 -0.2322 0.9614 -2.4130 0.06
H -0.2441 -2.9799 0.0012 -0.8239 1.6668 0.7998 0.33
H -1.3932 0.5623 -2.5507 -1.9849 1.0647 0.1162 0.34